ORCA calculation (the ωB97M-V functional and the def2-TZVPD basis) on C10H18AlCl2O as an isolated structure.

Each line ends with the Mulliken charge.
Positions of all 32 atoms, in Å:
Al (2.312, -0.191, 0.139)  0.42
Cl (1.115, -1.891, -0.543)  -0.43
Cl (3.279, 1.189, -1.188)  -0.38
C (3.756, -0.978, 1.072)  -0.86
H (4.750, -0.508, 1.089)  0.17
H (3.749, -1.977, 1.529)  0.26
C (-1.046, 1.342, -0.585)  -0.20
C (-0.026, 1.207, -1.362)  -0.73
H (-0.997, 1.982, 0.303)  0.53
C (-0.026, 0.400, -2.631)  -0.53
H (0.897, 1.771, -1.188)  0.73
C (-1.444, -0.033, -3.040)  -0.85
H (0.463, 0.959, -3.440)  0.34
H (0.577, -0.510, -2.481)  0.19
C (-2.259, -0.470, -1.823)  -0.60
H (-1.939, 0.828, -3.506)  0.30
H (-1.399, -0.832, -3.788)  0.35
C (-2.375, 0.688, -0.818)  -0.69
H (-3.258, -0.794, -2.137)  0.33
H (-1.760, -1.316, -1.335)  0.25
H (-3.085, 1.429, -1.225)  0.28
H (-2.815, 0.335, 0.126)  0.21
C (-0.826, 0.545, 2.726)  -1.22
C (0.473, 0.020, 2.239)  0.94
C (0.986, -1.210, 2.876)  -1.07
O (1.093, 0.626, 1.310)  -0.43
H (-0.924, 0.311, 3.792)  0.45
H (-1.650, 0.039, 2.200)  0.13
H (-0.901, 1.624, 2.566)  0.33
H (0.445, -2.081, 2.475)  0.22
H (2.063, -1.345, 2.694)  0.05
H (0.773, -1.156, 3.952)  0.51

## Properties
Energy relative to the best compared isomer or geometry (same formula, charge and spin) (kcal/mol): 0.0
Charge: -1